Computed, not measured: a 2-piece molecular cluster, C6H15NO overall, with wB97M-V/def2-TZVPD.

Values from the calculation:
**Energy relative to the best compared isomer or geometry (same formula, charge and spin)**: 5.319 eV
**HOMO-LUMO gap (spin up / spin down)**: 0.2235 / 0.2912 Ha
**E_LUMO (spin up / spin down)**: 0.540 / 0.927 eV
**Charge**: 0
**Max |F|**: 0.9 eV Å⁻¹

Atoms and positions in Å:
C -0.90655 -0.29414 -0.66311
C -2.12662 -1.00506 -0.14915
C -1.10857 0.61593 -1.83470
N -0.64561 0.92024 1.04259
H -0.02887 -0.91721 -0.73248
H -0.65042 1.81514 0.55990
H -1.26235 0.99490 1.86593
H -2.45331 -1.74072 -0.89714
H -2.96204 -0.32281 0.02429
H -1.92140 -1.54215 0.77713
H -1.72426 1.48386 -1.58060
H -0.15889 0.97108 -2.22878
H -1.65503 0.08208 -2.62802
C 2.49161 -0.55220 -0.13657
C 0.76999 0.58795 1.42628
C 1.59781 0.59428 0.21213
O 0.71722 -0.63247 2.14104
H 0.82173 -1.35518 1.51238
H 1.05606 1.34977 2.17044
H 1.90921 1.57784 -0.12174
H 3.20655 -0.25521 -0.90596
H 3.07888 -0.94770 0.70625
H 1.95489 -1.42822 -0.56009

Cartesian forces, eV/Å:
C -0.05 -0.35 -0.50
C 0.07 -0.03 -0.14
C -0.07 -0.12 0.03
N 0.20 0.31 0.63
H 0.02 -0.08 -0.02
H -0.02 -0.06 0.02
H 0.28 0.04 -0.10
H -0.03 0.03 0.06
H 0.03 0.02 0.00
H -0.01 0.01 0.00
H 0.01 0.01 0.03
H -0.01 0.00 -0.04
H 0.05 0.07 0.01
C 0.03 -0.19 -0.11
C -0.87 0.05 0.38
C 0.22 -0.06 0.03
O 0.14 0.18 -0.19
H -0.02 0.02 -0.02
H 0.16 -0.12 -0.12
H -0.04 -0.01 -0.04
H -0.04 0.00 0.04
H -0.10 0.10 -0.03
H 0.04 0.18 0.09


Computed, not measured: a single C6H15NO molecule, with wB97M-V/def2-TZVPD.

Values from the calculation:
**SMILES**: CCC[C@@H](C)NCO
**Energy relative to the best compared isomer or geometry (same formula, charge and spin)**: 3.190 eV
**HOMO-LUMO gap**: 0.3696 Ha
**E_LUMO**: 0.955 eV
**Charge**: 0
**Max |F|**: 6.9 eV Å⁻¹

Atoms and positions in Å:
C -0.53806 -0.10801 -3.01011
C -0.57193 -0.86852 -1.57624
C -1.07776 0.16986 -0.53965
C -0.05300 0.46050 0.47635
C -0.24082 1.69054 1.12480
N -0.13026 -0.67129 1.49686
C 1.22530 -1.09205 1.66864
O 2.06460 -0.23500 2.37166
H -0.03566 0.87450 -3.12343
H 0.11951 -0.82362 -3.54216
H -1.51762 -0.10560 -3.55210
H -1.09456 -1.77616 -1.65137
H 0.54881 -1.18436 -1.40489
H -2.02214 -0.17950 -0.12205
H -1.19378 1.14060 -1.18314
H 0.94912 0.38878 -0.06127
H 0.34185 1.85848 2.15203
H -1.20519 1.79172 1.40873
H 0.12164 2.55504 0.47728
H -0.65486 -0.40486 2.30351
H 1.79706 -1.30184 0.70052
H 1.20953 -2.11162 2.27285
H 1.95824 -0.06762 3.31318

Cartesian forces, eV/Å:
C 0.42 -2.51 -0.22
C 2.67 2.90 -1.23
C -0.32 0.78 -2.92
C 1.23 -3.86 -0.01
C 4.25 4.96 2.35
N 1.83 0.31 -3.09
C 0.05 -3.83 2.38
O 1.64 1.59 -0.28
H -0.43 -0.49 0.80
H -0.40 0.54 -0.58
H 0.70 0.14 0.70
H -1.01 -1.00 -0.11
H -2.09 0.67 0.04
H -0.05 0.46 0.19
H -0.43 -1.54 1.41
H -1.09 0.19 0.98
H -0.80 -0.70 -2.25
H -3.40 0.78 0.64
H -0.88 -0.83 0.74
H 0.16 0.09 0.69
H -1.32 0.39 1.21
H -0.03 1.58 -1.23
H -0.70 -0.63 -0.20


Computed, not measured: a single C6H15NO molecule, with wB97M-V/def2-TZVPD.

Values from the calculation:
**SMILES**: CC(C)[NH+]([O-])C(C)C
**Energy relative to the best compared isomer or geometry (same formula, charge and spin)**: 3.428 eV
**HOMO-LUMO gap**: 0.3215 Ha
**E_LUMO**: 0.869 eV
**Charge**: 0
**Max |F|**: 3.3 eV Å⁻¹

Atoms and positions in Å:
C 1.86423 0.46778 -1.24244
C 1.51105 -0.19060 0.08579
C 1.59246 0.76539 1.26660
N 0.19469 -0.89556 0.05109
O 0.12008 -1.79008 1.08360
C -1.23908 -0.18739 0.37555
C -2.32218 -1.22767 0.17025
C -1.41885 0.99629 -0.55764
H 2.91809 0.74473 -1.23539
H 1.71248 -0.21799 -2.07820
H 1.28026 1.36959 -1.41681
H 2.20955 -1.01465 0.27817
H 2.62403 1.09109 1.40117
H 0.97674 1.65240 1.11726
H 1.27292 0.24523 2.16865
H 0.12279 -1.37595 -0.86237
H -1.19510 0.12951 1.41550
H -3.29191 -0.81195 0.42430
H -2.35948 -1.54853 -0.87774
H -2.11978 -2.09079 0.79923
H -1.26529 0.70709 -1.59924
H -0.74394 1.81590 -0.31961
H -2.44373 1.36614 -0.44772

Cartesian forces, eV/Å:
C -0.12 -0.06 0.10
C 0.22 0.52 0.04
C -0.08 -0.21 -0.03
N -2.75 -0.03 1.91
O 1.43 -1.24 0.15
C 1.40 0.61 -1.98
C 0.48 -0.33 -0.09
C -0.40 0.21 0.16
H 0.00 0.01 0.01
H -0.01 0.00 -0.05
H -0.03 0.04 -0.05
H -0.29 0.03 -0.08
H -0.01 -0.01 -0.02
H -0.02 0.04 -0.02
H -0.01 0.02 0.00
H -0.16 0.23 0.20
H 0.45 -0.24 -0.11
H -0.11 0.19 0.04
H -0.02 0.05 0.07
H -0.05 0.05 -0.05
H -0.08 0.01 -0.01
H 0.04 0.03 -0.03
H 0.11 0.07 -0.15


Computed, not measured: a 2-piece molecular cluster, C6H15NO overall, with wB97M-V/def2-TZVPD.

Values from the calculation:
**Energy relative to the best compared isomer or geometry (same formula, charge and spin)**: 8.510 eV
**HOMO-LUMO gap**: 0.1365 Ha
**E_LUMO**: -3.596 eV
**Charge**: 0
**Max |F|**: 3.1 eV Å⁻¹

Atoms and positions in Å:
C -0.67078 -0.77783 0.86502
N 0.05741 -1.50935 1.82465
C 0.41164 -2.83476 1.42375
C -1.81916 2.88765 -1.33056
O -1.17443 1.75759 -0.67715
C -0.14197 -0.70023 -0.60137
C 1.59619 1.10383 0.15521
C 1.34371 -0.24394 -0.54220
H -0.67090 0.28088 1.17807
H -1.72223 -1.05331 0.76752
H 1.37175 -3.17520 1.81415
H 0.33064 -2.97852 0.32630
H -0.32277 -3.54315 1.76766
H -2.77844 3.02413 -0.81447
H -1.15977 3.75133 -1.16372
H -2.05040 2.65142 -2.37706
H -0.18702 -1.66895 -1.07276
H -0.91941 -0.12626 -1.10531
H 0.81480 1.83723 -0.04811
H 2.61260 1.47874 0.03243
H 1.46035 0.94271 1.22979
H 1.71682 -0.03232 -1.54677
H 1.90137 -1.07168 -0.10509

Cartesian forces, eV/Å:
C 0.93 1.50 1.03
N -0.62 -0.22 -1.22
C 0.13 0.35 -1.47
C 0.79 -2.00 2.17
O -1.03 1.08 -1.21
C 0.98 -1.10 0.23
C -0.51 -0.70 1.54
C -0.62 1.33 -0.91
H -0.50 -0.33 0.25
H -0.41 -0.47 0.16
H -0.02 0.25 0.09
H 0.46 0.04 0.55
H -0.68 -0.31 0.86
H -0.07 0.41 -0.22
H -0.34 0.14 -0.64
H 0.34 0.26 -0.07
H 0.15 -0.56 -0.28
H 0.41 0.97 0.16
H 0.30 -0.05 -0.69
H -0.11 -0.04 -0.27
H 0.32 0.03 0.26
H -0.20 -0.74 -0.30
H 0.30 0.16 -0.02


Computed, not measured: a 2-piece molecular cluster, C6H15NO2 overall, with wB97M-V/def2-TZVPD.

Values from the calculation:
**SMILES**: CCN(C)C.COC=O
**Energy relative to the best compared isomer or geometry (same formula, charge and spin)**: 3.567 eV
**HOMO-LUMO gap**: 0.3264 Ha
**E_LUMO**: 0.793 eV
**Charge**: 0
**Max |F|**: 3.9 eV Å⁻¹

Atoms and positions in Å:
C -0.57376 -2.24471 -0.94202
C -0.21007 -0.88620 -0.35410
N 1.26368 -0.85044 -0.71092
C 1.56915 0.10112 -1.77638
C 2.12990 -0.64726 0.44923
H 0.70630 -2.33540 -1.13624
H -1.15028 -2.85499 -0.24283
H -1.10362 -2.16946 -1.88652
H -0.28572 -0.88624 0.73508
H -0.73647 -0.04840 -0.82701
H 1.40183 1.13773 -1.46101
H 2.61172 -0.00822 -2.07342
H 0.93035 -0.11916 -2.63146
H 1.97423 0.33384 0.91082
H 3.17175 -0.71491 0.13641
H 1.92373 -1.42769 1.18108
C -2.51186 1.24371 1.79448
O -1.12054 1.54917 1.81740
C -0.60467 2.26853 0.82445
O 0.56902 2.43681 0.68297
H -2.65204 0.22784 1.42060
H -2.87334 1.30823 2.81907
H -3.06570 1.94733 1.16728
H -1.36359 2.63874 0.10306

Cartesian forces, eV/Å:
C 2.08 0.08 -0.25
C 1.11 -0.22 -0.53
N 0.34 1.70 0.60
C -0.20 -0.05 0.28
C -0.20 0.22 -0.16
H -3.48 -1.67 0.20
H 0.38 -0.33 -0.21
H -0.07 -0.05 -0.14
H -0.20 0.29 -0.14
H 0.07 0.04 0.38
H 0.03 0.07 -0.06
H 0.00 -0.03 -0.04
H 0.04 0.02 -0.11
H 0.03 0.00 0.10
H 0.02 -0.09 0.01
H 0.08 -0.03 0.06
C -0.12 0.01 -0.03
O 0.13 -0.07 0.38
C -0.07 -0.17 -0.71
O -0.09 0.17 0.20
H 0.01 0.08 0.00
H 0.01 0.02 -0.08
H 0.04 -0.04 0.03
H 0.08 0.06 0.23


Computed, not measured: a single C6H15NO2S molecule, with wB97M-V/def2-TZVPD.

Values from the calculation:
**SMILES**: CC(C)C=[S@@](=O)(O)N(C)C
**Energy relative to the best compared isomer or geometry (same formula, charge and spin)**: 5.825 eV
**HOMO-LUMO gap**: 0.2956 Ha
**E_LUMO**: 0.466 eV
**Charge**: 0
**Max |F|**: 4.7 eV Å⁻¹

Atoms and positions in Å:
C 0.23594 -2.17753 -0.70251
C 0.96074 -1.50637 0.43339
C 1.01989 -2.38240 1.77078
C 0.60263 -0.06345 0.84951
S 0.69693 1.29121 -0.14707
O 1.26890 2.47195 0.44516
O 1.53313 0.77042 -1.62327
N -0.85946 1.76213 -0.32614
C -1.83558 0.80482 0.00309
C -1.36289 2.94388 -1.09169
H 0.15434 -3.21816 -0.54315
H 0.69350 -2.09571 -1.69210
H -0.82132 -1.90490 -0.73184
H 1.93499 -1.56572 0.08923
H 1.49427 -3.40192 1.51589
H 1.79826 -1.92034 2.39113
H 0.12563 -2.31060 2.35392
H 1.11999 0.37617 1.81331
H 2.43850 0.49048 -1.41441
H -2.26651 0.23332 -0.81508
H -1.56847 0.07292 0.69403
H -2.71605 1.40389 0.48610
H -1.36837 2.87549 -2.18337
H -2.43369 3.18677 -0.80821
H -0.84531 3.86366 -0.76668

Cartesian forces, eV/Å:
C -1.61 0.42 -0.29
C -0.63 -0.08 1.90
C 2.08 0.27 -1.72
C 2.05 1.38 0.67
S 1.13 -1.97 2.08
O 1.01 0.21 -0.92
O -2.19 1.32 0.77
N 0.24 0.44 -2.16
C -4.57 0.87 0.03
C -0.52 1.03 0.90
H 0.30 -1.42 0.42
H -0.09 0.57 0.18
H -0.02 0.39 -0.36
H 2.48 0.24 -0.38
H -1.48 1.22 0.51
H -0.13 0.08 0.00
H -0.74 -0.68 0.09
H -1.05 -1.17 -1.81
H -0.27 0.21 0.60
H -0.08 0.23 -0.63
H 0.92 -0.61 1.19
H 1.37 -1.06 -0.85
H 0.35 -0.40 0.19
H 1.18 -0.87 -0.08
H 0.28 -0.63 -0.31


The highest energy relative to the best compared isomer or geometry (same formula, charge and spin) belongs to which entry?
number 4


What is the charge in the first record?
0


The highest max |F| belongs to which entry?
number 2


Which value of energy relative to the best compared isomer or geometry (same formula, charge and spin) does entry 2 give?
3.190 eV